Below is a structure of composition C36H37Cl2F2HgN7O2PTi at a distorted geometry, with properties calculated with ωB97M-V/def2-TZVPD.

```
! RIJCOSX wB97M-V def2-TZVPD def2/J DEFGRID3
* xyz 2 4
Hg 1.259 2.907 -1.415
Ti 3.870 -2.905 0.664
O 2.088 -1.734 -0.447
P 1.041 -0.694 -0.260
O 1.312 0.741 -0.605
F 0.429 -0.839 1.175
F -0.183 -1.080 -1.156
N 0.415 2.220 -3.457
C -0.488 1.224 -3.576
C -1.069 0.880 -4.767
C -0.792 1.592 -5.932
C 0.119 2.637 -5.827
C 0.736 2.847 -4.599
H -0.745 0.685 -2.675
H -1.777 0.063 -4.796
H -1.217 1.330 -6.890
H 0.473 3.196 -6.680
H 1.404 3.697 -4.532
N 3.080 -4.223 2.523
C 3.659 -5.245 3.190
C 3.100 -5.876 4.265
C 1.883 -5.396 4.740
C 1.233 -4.431 4.009
C 1.886 -3.800 2.956
H 4.636 -5.581 2.865
H 3.682 -6.647 4.749
H 1.408 -5.781 5.633
H 0.249 -4.110 4.318
H 1.485 -2.968 2.394
N -4.431 -2.307 -3.626
C -5.667 -2.412 -3.125
C -5.977 -2.175 -1.789
C -4.922 -1.848 -0.950
C -3.649 -1.684 -1.452
C -3.447 -1.979 -2.792
H -6.426 -2.815 -3.784
H -6.972 -2.190 -1.369
H -5.120 -1.643 0.097
H -2.859 -1.350 -0.791
H -2.469 -1.846 -3.243
N -0.889 -5.410 -1.710
C -1.538 -6.331 -0.995
C -1.712 -6.247 0.391
C -1.218 -5.129 1.043
C -0.524 -4.180 0.304
C -0.324 -4.408 -1.055
H -1.832 -7.234 -1.513
H -2.127 -7.064 0.963
H -1.273 -4.976 2.113
H -0.105 -3.302 0.774
H 0.232 -3.662 -1.613
N 3.421 3.349 -0.488
C 3.962 4.584 -0.417
C 5.290 4.789 -0.108
C 6.117 3.707 0.175
C 5.544 2.448 0.230
C 4.222 2.328 -0.140
H 3.343 5.442 -0.641
H 5.737 5.772 -0.159
H 7.178 3.879 0.288
H 6.089 1.592 0.602
H 3.699 1.379 -0.195
N -1.102 3.075 -1.104
C -1.728 2.084 -0.415
C -3.050 2.098 -0.039
C -3.831 3.173 -0.428
C -3.305 4.101 -1.306
C -1.942 4.010 -1.566
H -1.087 1.265 -0.120
H -3.406 1.242 0.515
H -4.889 3.183 -0.197
H -3.903 4.930 -1.650
H -1.507 4.836 -2.123
N 0.850 3.882 0.835
C 0.504 5.135 1.108
C -0.010 5.512 2.342
C 0.003 4.602 3.390
C 0.506 3.332 3.158
C 0.902 3.022 1.865
H 0.482 5.909 0.348
H -0.288 6.539 2.535
H -0.388 4.818 4.376
H 0.509 2.552 3.907
H 1.308 2.039 1.659
C 0.217 -0.564 4.250
Cl 0.638 0.280 5.768
Cl -0.955 -1.875 4.534
H -0.179 0.118 3.511
H 1.118 -1.087 3.953
*
```

Output
Highest occupied orbital energy (spin up / spin down) = -11.1 / -13.0 eV
Electronic energy = -119505.3047 eV